[1]
91
Properties=species:S:1:pos:R:3:forces:R:3 method="wB97M-V/def2-TZVPD" total_energy_ev=-152415.509 multiplicity=3 e_homo_ev="-10.18 / -10.88" charge=+1 lumo_ev="-4.5 / -4.5" homo_lumo_gap_ev="5.69 / 6.39"
C 5.64296 -3.21241 2.63676 -1.089 0.434 0.474
C 5.87731 -1.78075 2.00816 1.242 -0.843 0.806
O 4.76864 -1.32152 1.21210 0.226 0.665 1.185
C 3.71597 -0.90594 2.07274 -0.692 -0.567 0.013
C 2.47569 -0.30700 1.27358 2.186 0.394 -0.151
O 1.25664 -1.05136 1.53478 -0.011 0.373 1.605
C 0.77269 -0.84939 2.77637 -3.918 1.226 2.580
N 1.36229 -1.03753 4.03819 1.386 -0.477 0.741
C 0.59045 -0.77741 5.13686 -0.607 0.205 -2.358
Br 1.18374 -1.00055 6.94429 -0.762 0.219 -1.778
N -0.61268 -0.36490 4.59692 2.511 -1.184 0.478
N -1.64168 0.01596 5.47517 0.016 2.297 -0.254
C -1.29856 1.14085 5.96540 1.213 -0.014 1.716
S -0.59618 2.28245 6.81744 -1.722 -1.522 -1.672
C -0.56968 -0.40909 3.19231 1.162 0.077 -2.330
C -1.75096 -0.05174 2.30282 -1.557 -0.829 0.539
Cl -1.69901 1.20266 1.02903 0.836 -1.031 1.284
C -2.94773 -0.71041 2.49606 0.607 0.425 -0.016
C -3.19425 -1.81208 3.55690 -0.845 0.188 -0.470
Cl -4.37374 -0.26861 1.49271 1.472 -0.694 1.230
H 6.55352 -3.85575 2.67713 -0.740 0.609 -0.291
H 5.28582 -3.09204 3.70341 0.385 -0.235 -1.031
H 4.79629 -3.71856 2.08673 1.105 0.288 0.385
H 6.82688 -1.81795 1.40873 -1.291 0.250 0.054
H 6.09718 -1.08082 2.86809 -0.367 -0.337 -0.979
H 4.11553 -0.16294 2.82149 -0.444 -0.674 -0.511
H 3.31941 -1.84501 2.57627 0.455 0.970 -0.182
H 2.33880 0.76763 1.55306 -0.138 -0.887 -0.321
H 2.75585 -0.38228 0.18664 -0.833 -0.038 1.040
H 2.31593 -1.35033 4.22567 -0.275 0.039 -0.475
H -3.95537 -1.43977 4.29771 0.761 -0.267 -0.707
H -2.28363 -2.12147 4.12072 -0.714 0.240 -0.691
H -3.66670 -2.70241 3.05223 0.623 0.865 0.469
C 5.43797 -4.21202 -3.64795 0.138 0.285 0.120
C 4.08764 -4.97584 -3.63016 1.780 0.403 -1.134
C 3.05342 -4.22813 -4.49205 -0.441 0.098 0.211
C 2.51743 -2.95685 -3.84096 0.083 0.014 0.011
C 2.00233 -3.24434 -2.43453 -0.155 -0.162 -0.450
C 3.03271 -3.96121 -1.54848 0.584 1.527 1.297
N 3.63320 -5.15105 -2.21699 -3.158 -1.216 -1.039
O 2.73121 -6.12508 -2.19613 1.242 0.514 0.454
C 4.13968 -2.96542 -1.14114 0.081 0.030 -0.493
C 2.36032 -4.32628 -0.21013 -0.153 -0.647 -0.200
C 4.40124 -6.31805 -4.31613 -0.522 -0.432 0.408
H 6.08534 -4.55863 -4.45559 -0.221 -0.074 -0.024
H 5.31886 -3.13878 -3.80283 -0.015 -0.015 0.123
H 5.99878 -4.36791 -2.72383 -0.105 0.009 -0.015
H 2.20472 -4.88833 -4.70397 0.105 -0.099 0.131
H 3.49139 -3.97797 -5.46286 0.165 -0.149 0.121
H 3.29097 -2.18298 -3.81467 0.003 -0.039 0.027
H 1.70555 -2.55105 -4.45051 0.055 -0.007 0.026
H 1.69561 -2.30255 -1.96617 0.131 -0.113 0.180
H 1.09216 -3.84978 -2.51472 0.137 -0.131 0.080
H 4.93622 -3.46798 -0.58691 -0.061 -0.006 -0.040
H 3.73908 -2.19048 -0.49423 -0.139 -0.270 -0.114
H 4.58851 -2.43878 -1.98161 0.048 -0.139 -0.034
H 1.46709 -4.93858 -0.34396 0.174 -0.093 -0.080
H 2.03978 -3.42317 0.31689 0.148 0.114 -0.228
H 3.05077 -4.86420 0.44540 -0.006 -0.044 -0.100
H 5.13183 -6.89330 -3.74231 -0.056 0.045 0.016
H 4.81732 -6.14952 -5.31175 0.009 0.269 0.158
H 3.51234 -6.93529 -4.45841 0.038 0.065 0.223
C -5.30044 5.60913 -2.87188 0.274 -0.154 -0.126
C -5.89903 6.00190 -1.49552 0.126 0.525 -2.079
C -5.08907 7.16076 -0.88493 0.157 -0.055 0.464
C -3.72757 6.73746 -0.34302 0.007 -0.040 -0.065
C -3.86746 5.55863 0.61512 -0.136 0.501 -0.012
C -4.64514 4.37894 0.01199 1.564 -1.383 -0.277
N -5.93481 4.80086 -0.60698 -0.894 1.954 2.793
O -6.79366 5.04631 0.37483 0.398 -0.813 -1.090
C -3.76621 3.66087 -1.03560 0.106 0.139 -0.354
C -4.84116 3.31630 1.10591 -0.715 0.236 0.253
C -7.30740 6.52671 -1.82961 -0.344 -0.230 0.672
H -5.76806 6.16454 -3.68696 -0.048 0.091 0.210
H -4.23185 5.81554 -2.94681 -0.006 -0.111 0.053
H -5.46491 4.55252 -3.09361 0.020 0.049 0.092
H -5.65747 7.61554 -0.06562 -0.104 -0.161 -0.044
H -4.95033 7.94932 -1.63054 -0.161 -0.169 -0.101
H -3.04922 6.48488 -1.16398 -0.035 -0.030 0.013
H -3.26704 7.57975 0.18048 -0.010 -0.038 -0.046
H -2.86990 5.23042 0.92607 -0.123 -0.223 -0.067
H -4.36602 5.90811 1.52655 -0.157 -0.123 -0.095
H -4.32724 2.87565 -1.54849 -0.045 0.094 0.035
H -2.91194 3.17786 -0.55542 -0.119 0.112 0.144
H -3.34685 4.32644 -1.78739 -0.100 -0.009 -0.019
H -5.34991 3.70958 1.98788 -0.141 0.046 -0.191
H -3.87722 2.93767 1.45104 0.041 0.161 -0.249
H -5.41377 2.46494 0.73043 -0.025 0.097 -0.014
H -7.92840 5.74041 -2.26548 0.053 0.003 0.052
H -7.24857 7.34390 -2.55184 0.275 -0.147 0.005
H -7.82421 6.92906 -0.95643 0.073 -0.223 0.026

=====

[2]
95
Properties=species:S:1:pos:R:3:forces:R:3 method="wB97M-V/def2-TZVPD" total_energy_ev=-160161.602 e_homo_ev=-8.77 charge=+1 lumo_ev=-5.2 homo_lumo_gap_ev=3.56
Pb -0.56834 0.15791 -0.10894 1.385 -2.048 -0.029
C 1.73280 -3.61689 -3.03545 0.248 0.237 0.035
N 0.30779 -3.56418 -2.78356 0.170 -0.165 0.025
C -0.36861 -4.81867 -3.00432 -0.166 -0.107 -0.083
C -0.26269 -2.39005 -2.46409 0.010 -0.106 -0.003
O 0.38716 -1.37066 -2.30022 -0.214 0.224 -0.071
C -1.79209 -2.38845 -2.32411 0.049 -0.094 0.025
O -2.31572 -1.11367 -2.04216 0.156 0.345 -0.046
C -2.60767 -0.28365 -3.14079 -0.075 -0.101 0.119
C -1.69156 0.94033 -3.28480 -0.012 -0.164 -0.035
O -0.74732 1.16425 -2.54093 -0.067 -0.052 0.270
N -2.01378 1.77581 -4.28785 -0.014 0.314 -0.152
C -1.22272 2.96710 -4.52696 0.279 0.084 0.153
C -3.09114 1.60819 -5.23473 -0.145 -0.129 -0.150
H 1.91015 -3.84005 -4.09158 0.068 -0.024 0.058
H 2.19731 -4.38753 -2.41670 -0.022 0.030 -0.039
H 2.16117 -2.64921 -2.78640 0.078 -0.098 -0.033
H 0.15967 -5.60755 -2.46440 -0.051 0.014 -0.027
H -0.36232 -5.06881 -4.06940 -0.049 -0.076 0.031
H -1.39314 -4.80180 -2.65177 -0.088 -0.002 0.020
H -2.08605 -3.01454 -1.47555 0.050 -0.055 -0.172
H -2.23838 -2.79318 -3.24289 -0.031 -0.017 0.176
H -3.62882 0.08545 -2.97641 0.094 -0.090 -0.188
H -2.57032 -0.86212 -4.07213 -0.128 0.103 0.049
H -0.42874 3.01885 -3.78652 -0.022 0.030 -0.061
H -1.85165 3.85756 -4.44921 0.009 -0.032 -0.022
H -0.78585 2.92947 -5.52791 -0.018 0.023 0.035
H -3.73164 0.77112 -4.99230 -0.056 -0.079 0.017
H -2.68897 1.45318 -6.23831 -0.031 0.012 -0.027
H -3.70663 2.50938 -5.24780 -0.009 0.009 -0.026
Br 6.99443 -2.57224 0.10794 -0.089 0.015 -0.036
C 5.11411 -2.29233 0.13673 0.137 0.569 -0.233
C 4.26893 -3.34200 0.52827 -0.027 0.159 -0.095
C 2.92584 -3.13275 0.58127 -0.082 0.102 -0.036
C 2.30889 -1.85336 0.31875 0.910 -0.177 0.010
O 1.08366 -1.71601 0.53093 -0.812 0.331 -0.030
C 3.20859 -0.80715 -0.13494 -0.572 -0.392 -0.104
C 2.85051 0.54099 -0.40599 0.381 -0.157 0.177
N 1.69374 1.10622 -0.33167 -0.359 -0.423 -0.226
C 1.63113 2.48915 -0.32011 0.263 0.585 -0.099
C 2.39293 3.35217 -1.07931 -0.347 -0.413 0.070
C 2.36447 4.73167 -0.83250 -0.075 0.269 0.234
C 1.64835 5.24642 0.21483 0.053 0.059 -0.186
C 0.84319 4.39904 1.00116 0.006 -0.337 -0.018
C 0.13107 4.82635 2.14005 -0.163 -0.213 0.041
C -0.67068 3.93916 2.80906 0.046 0.266 -0.084
C -0.80828 2.63982 2.30115 0.025 0.035 -0.031
N -0.09874 2.20024 1.29501 -0.161 -0.210 0.315
C 0.75623 3.02623 0.66662 0.453 0.811 -0.022
C 4.58603 -1.07577 -0.21345 0.619 -0.607 0.167
H 4.70230 -4.29700 0.78606 -0.028 -0.130 0.003
H 2.26433 -3.93210 0.87702 -0.122 -0.058 0.037
H 3.71702 1.18304 -0.60643 -0.082 0.043 0.077
H 3.01328 2.96168 -1.87204 0.077 -0.064 -0.043
H 2.95836 5.38446 -1.45234 0.071 0.100 -0.058
H 1.66860 6.29934 0.44647 0.082 0.164 0.003
H 0.23503 5.84740 2.47305 -0.009 0.148 0.062
H -1.19677 4.21538 3.70766 -0.126 0.104 0.069
H -1.50721 1.93372 2.72418 -0.065 -0.072 0.156
H 5.24467 -0.28534 -0.54156 0.133 0.084 0.005
Cl -1.79181 4.49658 -1.02997 -0.497 0.019 0.081
C -3.26241 3.85586 -0.43617 0.357 0.444 -0.173
C -4.36153 4.65347 -0.24852 0.154 0.605 -0.158
C -5.54910 4.10942 0.23690 0.687 -0.481 -0.145
C -5.63512 2.75266 0.53247 -0.491 -0.407 0.260
C -4.54885 1.92989 0.36303 -0.222 -0.324 0.115
Cl -4.63094 0.26808 0.72717 -0.163 0.332 -0.035
C -3.27624 2.43258 -0.13685 -0.091 0.030 -0.009
N -2.25861 1.69457 -0.30060 -1.106 1.130 -0.231
H -4.30158 5.70605 -0.47570 0.001 0.102 -0.028
H -6.41035 4.74272 0.38077 -0.091 0.078 0.017
H -6.56039 2.34030 0.90182 -0.096 -0.046 0.049
C 3.92617 -3.04952 4.41519 0.038 0.011 0.012
C 2.51462 -2.66619 4.11459 -0.174 0.009 0.010
C 1.62856 -3.57372 3.54908 -0.063 0.087 0.093
C 0.33780 -3.21449 3.21040 -0.024 0.200 0.061
C -0.55791 -4.21595 2.54765 -0.007 0.020 0.018
C -0.08334 -1.88872 3.42421 0.543 -0.023 0.244
C -1.39621 -1.49779 2.92940 -0.355 -0.493 0.181
O -1.68551 -0.44997 2.38034 0.002 0.279 0.151
C 0.77575 -0.98245 4.06926 -0.144 -0.147 -0.071
C 0.33494 0.38720 4.48291 0.032 0.094 -0.047
C 2.05672 -1.38838 4.40027 -0.037 -0.089 -0.114
H 4.08933 -4.10999 4.24368 0.076 -0.059 -0.001
H 4.17757 -2.81652 5.44833 0.059 -0.012 0.065
H 4.60270 -2.48367 3.77482 0.099 -0.020 -0.049
H 1.96107 -4.58292 3.35570 0.039 -0.137 -0.037
H -0.07131 -5.18782 2.50722 -0.027 -0.035 -0.055
H -0.78439 -3.88814 1.53389 -0.046 -0.086 -0.135
H -1.49414 -4.32693 3.09390 -0.084 -0.095 -0.033
H -2.19254 -2.25706 3.06317 0.061 0.083 -0.129
H -0.74659 0.47858 4.48865 -0.051 0.095 0.008
H 0.74303 1.12550 3.79378 -0.027 0.125 0.027
H 0.70591 0.61052 5.48292 0.033 0.033 -0.014
H 2.71878 -0.68775 4.88859 0.076 0.104 0.102

=====

[3]
23
Properties=species:S:1:pos:R:3:forces:R:3 method="wB97M-V/def2-TZVPD" total_energy_ev=-18042.177 e_homo_ev=-8.73 smiles="O=c1cc[nH]c(=O)[nH]1.c1ccncc1" lumo_ev=0.3 homo_lumo_gap_ev=8.98
C -4.28892 -0.65353 0.07743 -2.908 0.767 -1.529
C -4.44502 0.80352 0.17387 0.710 -1.482 0.302
C -3.27956 1.59480 -0.02549 -0.993 -3.803 1.642
C -2.06668 0.86336 0.00890 -0.901 -0.280 -1.727
C -2.01806 -0.51674 -0.05399 -1.347 -1.522 1.333
C 1.49234 -0.37923 -0.14266 6.262 -1.866 -0.042
C 2.40176 -1.53870 -0.14404 1.234 -1.800 0.360
C 3.74955 -1.46622 0.07596 0.636 0.761 1.147
C 3.53540 0.98536 0.05201 0.668 -1.473 -0.493
H -5.25834 -1.32761 -0.29569 2.292 1.780 1.831
H -5.43435 1.11514 0.57369 0.762 0.376 -1.090
H -3.33475 2.63146 -0.02797 0.064 1.725 -0.021
H -1.12819 1.25243 -0.24654 1.014 1.346 0.127
H -1.04658 -1.08544 -0.07221 -3.046 0.620 -0.062
H 1.65346 1.55267 -0.37308 -0.794 2.098 -0.205
H 1.90443 -2.49768 -0.21090 0.150 -0.015 -0.091
H 4.61443 -2.25111 0.27088 -2.572 1.245 -0.792
H 5.20735 0.01696 0.35208 1.868 0.051 0.142
N -3.14685 -1.26637 0.01242 0.562 -0.187 -0.772
N 2.21942 0.77369 -0.25305 -0.412 -0.122 0.377
N 4.25477 -0.17549 0.33958 -2.208 -0.600 -0.634
O 0.33673 -0.47720 -0.07551 -1.306 1.073 -0.028
O 4.07765 2.04591 -0.01570 0.264 1.308 0.226